*P*
ORCA calculation (wB97M-V/def2-TZVPD) on a single C5H8N2O2 molecule.

```
! wB97M-V def2-TZVPD RIJCOSX def2/J DEFGRID3
* xyz 0 1
C -2.1751 -0.9728 -0.3276
C -0.6012 0.6589 0.1929
C -0.6208 1.9005 -0.0634
C 0.7990 0.4137 0.2869
C 2.6595 -1.0173 -0.1417
H -3.3281 -1.4222 -0.4560
H -2.2798 -0.2622 -1.2709
H -1.6274 -1.8881 -0.4005
H -2.3148 0.2790 1.7499
H -1.6151 2.5746 -0.2173
H 3.4328 -0.6755 0.7175
H 2.5713 -0.5281 -1.2413
H 2.9739 -2.0991 -0.2643
N -1.6384 -0.1036 0.8076
N 1.7143 1.3993 0.4141
O 0.6702 2.5293 -0.1851
O 1.3799 -0.7862 0.3992
*
```

Summary:
M = 128.1 g/mol
orbital gap = 9.913 eV
SMILES = CNc1conc1OC

***

*Q*
ORCA calculation (wB97M-V/def2-TZVPD) on a molecular structure, C5H8N2O2.

```
! wB97M-V def2-TZVPD RIJCOSX def2/J DEFGRID3
* xyz 0 1
C -1.3160 2.7319 0.3486
C -1.2830 -0.7723 0.9201
C 0.0017 -1.4880 0.3650
C 1.4417 -0.9223 0.6267
C 1.3713 -0.6694 -0.8378
H -1.7001 2.9455 1.3602
H -2.0817 3.0725 -0.5431
H -0.2952 3.4676 0.1409
H -0.6177 1.0915 -0.5644
H -1.7221 -1.4417 1.6576
H -0.0791 -2.6157 0.2903
H 1.0884 0.0963 1.1556
H 2.1890 -1.6085 1.0540
N -0.8024 1.4109 0.3209
N -1.5317 0.4651 0.8744
O 2.1940 -0.4345 -1.6281
O 0.0890 -0.9929 -1.0537
*
```

Summary:
M = 128.1 g/mol
orbital gap = 9.824 eV

***

Relative energy table, unit hartree: *P* 0.1316; *Q* 0.0000

***

*P*
ORCA calculation (wB97M-V/def2-TZVPD) on 2 unconnected molecules or ions with the total composition C2H4OS2.

```
! wB97M-V def2-TZVPD RIJCOSX def2/J DEFGRID3
* xyz 0 1
C -0.5527 0.8875 -0.2516
C -0.7882 0.2731 -1.3817
O 1.1910 -1.2464 0.9380
S -0.8419 1.0064 1.5006
S 0.1226 2.4079 0.2797
H -0.4571 0.7200 -2.2978
H -1.0577 -0.8032 -1.4735
H 1.5568 -1.0834 1.7232
H 0.8271 -2.1619 0.9630
*
```

Summary:
M = 108.2 g/mol
orbital gap = 8.295 eV
SMILES = C=C1SS1.O

***

*Q*
ORCA calculation (wB97M-V/def2-TZVPD) on 2 unconnected molecules or ions with the total composition C2H4OS2.

```
! wB97M-V def2-TZVPD RIJCOSX def2/J DEFGRID3
* xyz 0 1
C 1.4709 1.8943 1.0501
C -1.4054 -1.7974 -0.6960
O -0.2162 -1.1471 -0.7333
S 1.0303 1.8610 -0.5192
S -1.8810 -2.6767 0.6209
H 1.4159 2.8964 1.6458
H 1.8436 1.1201 1.6954
H -2.0130 -1.4474 -1.4886
H -0.2451 -0.7032 -1.5751
*
```

Summary:
M = 108.2 g/mol
orbital gap = 8.274 eV
SMILES = OC=S.C=S

***

*R*
ORCA calculation (wB97M-V/def2-TZVPD) on a single C2H4OS2 molecule.

```
! wB97M-V def2-TZVPD RIJCOSX def2/J DEFGRID3
* xyz 0 1
C -0.9851 0.1620 0.0066
C 1.8352 0.5054 0.0782
O -2.9795 -1.4399 0.0597
S -2.5291 0.2409 0.1048
S 0.1855 1.3650 0.0493
H -2.1120 -1.9151 -0.1757
H 1.7370 -0.0019 -0.8966
H 2.2005 -0.1586 0.8540
H 2.6476 1.2423 -0.0803
*
```

Summary:
M = 108.2 g/mol
orbital gap = 9.104 eV

***

*S*
ORCA calculation (wB97M-V/def2-TZVPD) on a single C2H4OS2 molecule.

```
! wB97M-V def2-TZVPD RIJCOSX def2/J DEFGRID3
* xyz 0 1
C 1.4949 0.0589 -0.7505
C 0.5779 0.4090 0.1020
O -1.2853 -1.7001 -0.1055
S -2.6312 0.8025 -0.1132
S -1.2132 -0.3474 0.3346
H 2.3264 0.6226 -0.9645
H 1.3449 -0.9411 -1.0387
H 0.6137 1.4681 0.7076
H -1.2281 -0.3725 1.8282
*
```

Summary:
M = 108.2 g/mol
orbital gap = 9.816 eV
SMILES = C=C[S@H](=O)=S

***

Relative energy table, unit hartree: *P* 0.0000; *Q* 0.0042; *R* 0.0211; *S* 0.0525